Entry 1:
{
  "formula": "C4H4O3",
  "method": "ωB97M-V with the def2-TZVPD basis set",
  "smiles": "O=CC1OC=CO1",
  "charge": 0,
  "elements": ["O", "O", "O", "C", "C", "C", "C", "H", "H", "H", "H"],
  "coordinates": [[0.15119, -0.87242, -0.91423], [0.47574, 1.32437, -0.34045], [-2.79295, -0.07479, -0.07849], [1.46522, 0.42119, 0.23500], [-1.62248, 0.01780, 0.45123], [1.27359, -0.89474, 0.13154], [-0.46819, 0.39530, -0.66772], [-1.40032, -0.41824, 1.57556], [2.28766, 0.99125, 0.84757], [-1.29073, 0.90852, -1.46658], [1.92125, -1.79823, 0.22658]],
  "atomic_forces_ev_per_a": [[0.397, -0.002, 1.178], [2.592, -2.501, 1.324], [5.138, 0.545, 3.013], [2.138, 2.606, 2.680], [-3.482, -1.360, -1.605], [-1.473, 1.861, -3.340], [-4.771, -0.172, -0.577], [-0.487, 1.230, -2.577], [-1.828, -1.286, -1.426], [2.809, -2.007, 1.320], [-1.033, 1.086, 0.010]],
  "mulliken_charge": [-0.365, -0.336, -0.485, -0.124, 0.026, -0.268, 0.424, 0.247, 0.305, 0.256, 0.320]
}

***

Entry 2:
{
  "formula": "C4H4O3",
  "method": "ωB97M-V with the def2-TZVPD basis set",
  "smiles": "O=C=COCC=O",
  "charge": 0,
  "elements": ["O", "O", "O", "C", "C", "C", "C", "H", "H", "H", "H"],
  "coordinates": [[-0.89518, 2.21746, -1.08179], [0.54138, 0.12606, -0.19169], [3.51154, -1.37595, 0.62399], [1.13059, -0.74328, 0.72080], [-0.90864, 0.02426, -0.36676], [2.37921, -1.04569, 0.54880], [-1.50140, 1.32347, -0.63308], [-1.21984, -0.55622, 0.46059], [0.75354, -0.94755, 1.68582], [-1.12389, -0.47487, -1.25390], [-2.66731, 1.45231, -0.51279]],
  "atomic_forces_ev_per_a": [[1.486, 2.188, -0.912], [-0.992, 0.403, -0.253], [-1.796, 0.584, -0.632], [-0.843, 1.048, -1.539], [3.050, -0.561, 1.545], [3.195, -1.308, 0.860], [-3.370, 0.283, 0.936], [-1.233, -0.291, 0.829], [-0.716, -0.126, 0.858], [-0.293, -1.560, -1.726], [1.512, -0.659, 0.034]],
  "mulliken_charge": [-0.391, -0.326, -0.384, -0.451, -0.301, 0.657, -0.026, 0.373, 0.324, 0.247, 0.279]
}

***

Entry 3:
{
  "formula": "C4H4O3",
  "method": "ωB97M-V with the def2-TZVPD basis set",
  "smiles": "C=C(O)C(=O)C=O",
  "charge": 0,
  "elements": ["O", "O", "O", "C", "C", "C", "C", "H", "H", "H", "H"],
  "coordinates": [[1.45369, -0.39095, 1.27177], [-1.22855, 0.73404, -0.68710], [-1.86231, -1.23764, 1.25183], [0.33164, -0.28235, 0.82486], [-0.80518, -0.85893, 1.68134], [0.05928, 0.34592, -0.50628], [1.03353, 0.53031, -1.39885], [2.02401, 0.12446, -1.24588], [-0.50483, -0.97311, 2.74337], [0.84307, 1.10160, -2.30389], [-1.34435, 0.90665, -1.63116]],
  "atomic_forces_ev_per_a": [[-0.514, 0.007, -0.196], [-0.038, 0.058, -0.151], [0.552, 0.152, 0.195], [0.450, -0.052, 0.052], [-0.458, -0.202, -0.082], [0.372, 0.018, -0.180], [-0.086, -0.026, 0.104], [-0.086, 0.148, 0.163], [-0.041, 0.040, -0.127], [0.006, -0.236, 0.011], [-0.159, 0.093, 0.211]],
  "mulliken_charge": [-0.506, -0.456, -0.414, 0.411, -0.043, 0.719, -0.904, 0.274, 0.343, 0.262, 0.315]
}

***

Ordered gap between HOMO and LUMO results: 9.688, 8.958, 8.957; unit eV.